Record 1
C17H31AlN5S as an isolated structure. Source: OMol25; level of theory: the ωB97M-V functional and the def2-TZVPD basis.

XYZ file:
```
55
Properties=species:S:1:pos:R:3:lowdin_charge:R:1
Al -0.0219 -0.4630 -0.5580 0.4327
C -0.4333 2.1502 -2.7461 -0.0070
C 0.7360 1.2337 -2.5732 -0.2465
C 1.3937 1.0639 -1.3142 -0.1460
C 2.7154 0.5216 -1.2713 -0.0495
C 3.3149 0.0642 -2.4160 -0.0375
C 2.5970 0.0933 -3.6184 0.0190
C 1.3199 0.6318 -3.6888 0.0136
H -0.1060 2.9881 -3.3675 0.1266
H -0.7873 2.5633 -1.8053 0.0741
H -1.2582 1.6702 -3.2728 0.1080
H 1.1736 1.7961 -0.5378 0.1278
H 3.2632 0.5360 -0.3352 0.1322
H 4.3327 -0.3031 -2.3973 0.1424
H 3.0626 -0.2741 -4.5253 0.1450
H 0.8294 0.7121 -4.6513 0.1466
C 0.7163 0.3141 2.1473 -0.0664
N 0.1878 -0.8770 1.4079 -0.1970
C -1.1171 -1.2468 2.0614 0.0168
C 1.0595 -2.0971 1.3989 -0.0858
C 0.4482 -3.0311 0.3543 -0.1105
N 0.4230 -2.3470 -0.9897 -0.2587
C 1.7328 -2.6394 -1.6596 -0.0063
C -0.6551 -2.9444 -1.8511 -0.0005
H 0.7006 0.1500 3.2233 0.1546
H -0.0733 1.6812 0.7822 0.0813
H 1.7378 0.5293 1.8348 0.1490
H -1.7868 -0.3994 2.0961 0.0788
H -0.9111 -1.6086 3.0698 0.1343
H -1.6402 -2.0141 1.5037 0.1026
H 1.0869 -2.5722 2.3808 0.1579
H 2.0782 -1.8041 1.1347 0.1387
H -0.5723 -3.2893 0.6209 0.1227
H 0.9976 -3.9691 0.2798 0.1568
H 1.9093 -3.7136 -1.6182 0.1244
H 2.5481 -2.1194 -1.1694 0.0868
H 1.6811 -2.3272 -2.6991 0.1038
H -0.4527 -4.0045 -2.0048 0.1271
H -0.6651 -2.4399 -2.8158 0.1105
H -1.6257 -2.8298 -1.3699 0.1063
C -1.3522 3.3468 4.2425 -0.0338
C -1.5200 1.8787 3.7635 -0.2019
C -1.2721 1.8439 2.3064 -0.5542
N -0.1450 1.4318 1.7606 0.0630
N -1.5744 0.3441 -0.4772 0.0826
C -2.4708 1.1723 -0.2363 -0.6402
N -3.6234 1.3989 -0.8582 0.1445
S -2.4694 2.4690 1.2241 1.1313
H -1.5488 3.3754 5.3119 0.1050
H -2.0631 4.0096 3.7513 0.0848
H -0.3410 3.7081 4.0635 0.0961
H -2.5396 1.5497 3.9645 0.1361
H -0.8243 1.2351 4.3016 0.1224
H -3.8579 0.8411 -1.6671 0.1426
H -4.3376 2.0107 -0.4909 0.1133
```

2S+1 = 1
charge = +3
Kohn-Sham gap = 9.00 eV
LUMO energy = -9.93 eV
largest force on an atom = 0.3 eV Å⁻¹

=====

Record 2
C17H31B3N6O3S as an isolated structure in a non-equilibrium geometry. Source: OMol25; level of theory: the ωB97M-V functional and the def2-TZVPD basis.

XYZ file:
```
61
Properties=species:S:1:pos:R:3:lowdin_charge:R:1
N -4.0922 0.4986 -0.0890 0.2049
B -5.1164 -0.2618 -0.7576 -0.6674
O -5.7558 -1.3503 -0.1775 0.2572
B -7.1295 -1.3077 -0.3008 -0.3265
O -7.7046 -0.7884 -1.4510 0.2785
B -6.9670 0.2703 -1.9301 -0.6796
N -7.5921 1.5679 -2.2062 0.2495
C -7.8686 2.2580 -1.2606 -0.7810
S -8.2297 3.1657 -0.0533 0.7799
O -5.6124 0.1053 -2.0339 0.3053
H -4.2970 1.4838 -0.2461 0.0889
H -3.1679 0.3592 -0.4816 0.0497
H -7.8119 -1.6653 0.6015 0.1231
C 1.3602 -0.0043 -0.4617 -0.1099
C 1.1180 -1.1561 -1.4281 -0.2605
C -0.3454 -1.2680 -1.8725 -0.1870
C -1.2383 -1.5008 -0.7390 -0.2307
N -1.9187 -1.6849 0.1695 0.1767
H 0.7999 -0.1301 0.4660 0.0735
H 2.4171 0.0433 -0.2093 0.0437
H 1.0716 0.9506 -0.9074 0.0787
H 1.4270 -2.0924 -0.9614 0.1149
H 1.7414 -1.0217 -2.3122 0.0952
H -0.4726 -2.0916 -2.5756 0.1173
H -0.6612 -0.3507 -2.3736 0.1192
C 6.4154 0.5946 1.1417 -0.1171
C 6.5173 1.7075 0.1088 -0.2604
C 5.2066 1.9119 -0.6596 -0.1877
C 4.8211 0.7124 -1.3959 -0.2395
N 4.5269 -0.2364 -1.9754 0.1624
H 6.2166 -0.3693 0.6699 0.0717
H 7.3476 0.5002 1.6991 0.0735
H 5.6171 0.8023 1.8495 0.0329
H 7.3229 1.4937 -0.5960 0.1100
H 6.7705 2.6460 0.6066 0.0938
H 5.2981 2.7294 -1.3758 0.1175
H 4.4004 2.1605 0.0341 0.1135
C -5.1715 -4.2595 -1.7891 -0.0980
C -5.3096 -5.4417 -2.7398 -0.2555
C -6.7676 -5.7376 -3.1117 -0.1929
C -7.5684 -6.0682 -1.9363 -0.2432
N -8.1802 -6.3266 -0.9997 0.1461
H -5.6684 -4.4509 -0.8376 0.0802
H -4.1226 -4.0579 -1.5727 0.0758
H -5.6038 -3.3554 -2.2230 0.0753
H -4.8655 -6.3302 -2.2881 0.1118
H -4.7560 -5.2413 -3.6587 0.1065
H -6.8256 -6.5765 -3.8058 0.1156
H -7.2193 -4.8710 -3.5976 0.1193
C 7.0049 4.3477 5.6717 -0.1078
C 7.2244 4.8559 4.2521 -0.2593
C 5.9250 4.9362 3.4410 -0.1878
C 5.2940 3.6263 3.3092 -0.2188
N 4.8221 2.5842 3.2060 0.1709
H 6.6087 3.3317 5.6722 0.0721
H 7.9442 4.3355 6.2231 0.0730
H 6.3050 4.9855 6.2140 0.0777
H 7.9316 4.2055 3.7345 0.1095
H 7.6700 5.8511 4.2826 0.1079
H 6.1199 5.3195 2.4387 0.1159
H 5.2143 5.6096 3.9227 0.1217
```

2S+1 = 1
charge = 0
Kohn-Sham gap = 10.17 eV
LUMO energy = 0.37 eV
largest force on an atom = 1.2 eV Å⁻¹

=====

Record 3
C17H31BeCl3O2P2 as an isolated structure in a non-equilibrium geometry. Source: OMol25; level of theory: the ωB97M-V functional and the def2-TZVPD basis.

XYZ file:
```
56
Properties=species:S:1:pos:R:3:lowdin_charge:R:1
P 0.6125 -1.8473 -0.6693 0.8403
P -0.6803 0.9015 -2.3628 0.9553
C -0.1417 -1.7729 -2.3721 -0.3532
C 0.1606 -0.5237 -3.2283 -0.3282
H -1.2372 -1.8687 -2.2927 0.0865
H 0.1896 -2.6717 -2.9147 0.0822
H 1.2310 -0.3243 -3.4076 0.0748
H -0.2893 -0.5858 -4.2440 0.0915
C -1.9926 1.4463 -3.5506 -0.2654
H -2.5237 2.2928 -3.0876 0.0432
H -2.7560 0.7018 -3.8074 0.0394
H -1.5175 1.8030 -4.4858 0.0309
C 0.5177 2.2136 -2.9021 -0.2404
H 0.1070 2.6806 -3.8164 0.0376
H 1.5121 1.7945 -3.0850 0.0441
H 0.6035 3.0049 -2.1478 0.0377
C 0.2017 -3.6073 -0.3725 -0.2673
H 0.7818 -3.9819 0.4838 0.0531
H 0.4935 -4.1735 -1.2714 0.0445
H -0.8642 -3.7969 -0.1916 0.0309
C 2.3210 -1.9246 -1.2075 -0.2049
H 2.6913 -0.9691 -1.5659 0.0361
H 2.3211 -2.6425 -2.0190 0.0489
H 2.9627 -2.2618 -0.3938 0.0640
Be -0.6046 -2.0018 1.7839 0.3142
C 0.9571 3.2078 1.2432 -0.0937
C -0.2906 3.4337 0.7949 -0.1205
C -1.3359 2.4570 0.3923 -0.1983
C -1.2087 1.0490 1.0339 -0.1995
C -0.8016 0.3468 -0.2215 -0.3777
C 0.6169 -0.1339 0.1132 -0.4611
C 1.6049 1.0411 -0.0870 -0.1655
C 1.6859 1.8734 1.2170 -0.1967
C -1.6391 -3.3023 2.1067 -0.1639
H 1.5198 4.0464 1.6815 0.1034
H -0.6353 4.4666 0.7620 0.0973
H -1.3604 2.3600 -0.7350 0.0594
H -2.3408 2.8689 0.6576 0.1213
H -0.4344 0.9607 1.8043 0.0381
H -2.1716 0.7002 1.4471 0.1280
H -1.5283 -0.4175 -0.6574 0.0755
H 0.8348 -0.4670 1.1535 0.0641
H 1.2513 1.7380 -0.8505 0.0483
H 2.6254 0.7349 -0.4161 0.1098
H 1.3027 1.2827 2.0730 0.0339
H 2.7492 2.0368 1.4590 0.1108
H -1.0213 -4.1915 2.1267 -0.0073
H -2.4292 -3.3665 1.3372 0.0023
H -2.1362 -3.1731 3.0735 -0.0024
Cl 0.1254 -0.1338 6.5923 0.6293
C 0.3082 0.1947 4.8621 -1.4339
Cl -0.4427 1.7688 4.4145 0.6409
Cl 2.0317 0.2075 4.3574 0.6221
C -0.4849 -0.9108 4.0492 -0.6720
O -1.4398 -1.4689 4.5226 0.0726
O -0.0123 -1.0950 2.8211 -0.1600
```

2S+1 = 1
charge = 0
Kohn-Sham gap (spin up / spin down) = 5.45 / 6.08 eV
LUMO energy (spin up / spin down) = 0.15 / 0.32 eV
largest force on an atom = 5.0 eV Å⁻¹

=====

Record 4
C17H31Cl3O2P2Pt as an isolated structure in a non-equilibrium geometry. Source: OMol25; level of theory: the ωB97M-V functional and the def2-TZVPD basis.

XYZ file:
```
56
Properties=species:S:1:pos:R:3:lowdin_charge:R:1
P 1.2179 -1.6559 0.0506 0.8883
P 0.4925 1.9295 0.5296 0.9977
C 2.3300 -0.0518 -0.7663 -0.2673
C 2.0571 1.3691 -0.3731 -0.3472
H 2.1869 -0.2325 -1.8565 0.0517
H 3.3542 -0.2861 -0.5217 0.0734
H 2.7935 1.7224 0.3328 0.0581
H 2.2098 1.9262 -1.3549 0.1256
C -0.9521 3.0875 0.2284 -0.2090
H -1.5620 3.3384 1.1403 0.0888
H -1.8767 2.6485 -0.3025 0.0629
H -0.6076 3.9345 -0.4169 0.0835
C 1.3021 2.6756 1.9200 -0.1639
H 1.1721 3.7345 1.9341 0.0813
H 2.3881 2.4890 1.9633 0.0851
H 0.8309 2.2574 2.9250 0.0186
C 0.4172 -3.4320 0.2903 -0.1965
H 0.5103 -3.8927 1.2805 0.0658
H 0.9231 -4.0435 -0.4467 0.0525
H -0.6636 -3.4237 0.0659 0.0412
C 2.6269 -2.1350 1.2152 -0.2418
H 3.3267 -1.3293 1.5143 0.0542
H 3.2696 -2.8448 0.6647 0.0721
H 2.3870 -2.6537 2.1596 0.0583
Pt -0.6960 -0.3833 -0.1350 0.9412
C -0.3002 1.3471 -2.5973 -0.1058
C -1.3570 0.8896 -1.7699 -0.3989
C -2.6564 0.4293 -2.4195 -0.1824
C -2.5014 -1.0407 -2.7103 -0.1303
C -1.3825 -1.5591 -1.7234 -0.2866
C -0.0336 -1.5800 -2.1934 -0.1847
C 0.4906 -0.9524 -3.4877 -0.1305
C 0.1168 0.5756 -3.7767 -0.1522
C -0.4199 -1.2613 2.2765 -0.0775
H -0.0077 2.3950 -2.6030 0.1225
H -1.6520 1.7259 -1.1819 -0.0084
H -2.9075 1.0581 -3.2640 0.1325
H -3.4878 0.6115 -1.7688 0.1163
H -3.4291 -1.5863 -2.5026 0.1263
H -2.3190 -1.1006 -3.8018 0.1299
H -1.7191 -2.3947 -1.1404 0.0883
H 0.7139 -2.3337 -1.7738 0.0612
H 0.1270 -1.5725 -4.3246 0.1370
H 1.6125 -0.9648 -3.6132 0.1241
H 0.9045 1.1584 -4.3452 0.1444
H -0.7218 0.4973 -4.4890 0.1247
H -0.0782 -0.6312 3.1060 -0.0430
H -0.0475 -2.2210 2.4843 -0.0249
H -1.5021 -1.2737 2.4879 -0.0078
Cl -1.4596 1.6277 6.3964 0.6964
C -1.1984 0.3363 5.1975 -1.4776
Cl 0.1492 -0.7602 5.7486 0.6182
Cl -2.5909 -0.5912 4.8145 0.7401
C -0.6958 1.1922 3.8988 -0.7241
O 0.4181 1.7764 4.0554 0.1009
O -1.5026 1.4549 2.9797 -0.0024
```

2S+1 = 5
charge = +2
⟨S²⟩ = 6.04
Kohn-Sham gap (spin up / spin down) = 5.19 / 5.59 eV
LUMO energy (spin up / spin down) = -7.69 / -10.04 eV
largest force on an atom = 4.7 eV Å⁻¹